[1]
C34H40F5IrO2SSe | wB97M-V/def2-TZVPD

The geometry in XYZ format:
```
84
Properties=species:S:1:pos:R:3:mulliken_charge:R:1
Ir 1.66308 -1.39281 1.07918 2.312
Se -0.06272 -0.03300 1.82397 -0.071
S 2.37570 -3.47380 1.98061 -0.475
F 4.68007 -5.21291 1.21343 -0.338
F 7.28803 -4.61037 1.19400 -0.283
F 3.69700 -0.81984 2.64364 -0.419
F 8.13799 -2.12750 1.88566 -0.291
F 6.31875 -0.23567 2.61654 -0.335
O 2.31700 0.24258 0.25180 -1.484
O 0.34007 -2.54549 0.21001 -1.407
C -1.38155 -1.00263 0.83077 0.071
C -0.77092 5.02161 -0.03991 2.151
C -2.71514 -0.62881 0.89020 -0.706
C -0.95938 -2.20035 0.25494 1.319
C -2.75064 -5.15329 -1.46923 -2.284
C 0.06869 3.74453 0.00779 -0.989
C 4.58187 2.22914 -0.14386 -1.480
C -0.53579 -4.22285 -2.05047 -1.550
C -5.15165 -1.02027 0.37349 2.171
C -3.25067 -2.64292 -0.24430 0.174
C -1.53684 -4.41513 -0.90021 2.325
C -2.13665 4.71224 -0.66790 -1.626
C -1.92786 -3.06410 -0.29869 -0.516
C 2.12829 2.50236 -0.55636 -0.723
C -0.91809 -5.30098 0.19230 -1.513
C -3.68234 -1.44112 0.32504 -1.190
C 4.09073 -3.04168 1.93276 0.188
C -6.06738 -2.04281 -0.30010 -2.181
C -0.40762 2.63562 0.69293 -0.777
C 5.04896 -3.98145 1.56509 0.283
C -5.31848 0.32440 -0.34737 -1.635
C 6.83926 -2.41980 1.90712 0.561
C 5.91414 -1.45883 2.27727 -0.018
C 1.32692 3.64000 -0.59023 0.239
C 3.50530 2.45436 -1.21702 2.461
C 3.83234 3.76052 -1.94336 -2.371
C 6.40122 -3.68376 1.55368 0.209
C 4.57397 -1.78690 2.28935 0.450
C -0.10263 6.12229 -0.86442 -2.168
C 0.35556 1.48343 0.72252 0.277
C -5.59181 -0.86965 1.83606 -1.673
C -0.97512 5.54484 1.38855 -1.658
C 1.61154 1.39598 0.13754 0.990
C 3.55150 1.32414 -2.25758 -1.508
H 3.88133 4.61014 -1.25920 0.377
H -6.64236 -0.57493 1.88589 0.459
H -3.48097 -5.40125 -0.69622 0.395
H -1.57157 6.45962 1.37388 0.459
H 0.39340 -3.77558 -1.70814 0.183
H -2.01975 4.32788 -1.68269 0.365
H 2.80664 1.49165 -3.03845 0.354
H 4.41470 1.30717 0.40925 0.139
H 0.06437 5.80961 -1.89684 0.410
H -0.30594 -5.19289 -2.49672 0.487
H 4.59491 3.05860 0.56628 0.333
H -3.25108 -4.57820 -2.25113 0.433
H 4.53641 1.30412 -2.72916 0.474
H -0.96236 -3.58626 -2.82908 0.342
H -0.01945 -4.85396 0.61228 0.201
H -5.00324 0.24795 -1.38947 0.361
H -5.00759 -0.10930 2.35641 0.311
H -2.68784 3.96903 -0.08990 0.298
H 4.81058 3.66396 -2.41668 0.460
H -1.63559 -5.47389 0.99736 0.341
H -1.36913 2.65797 1.19276 0.381
H -2.41240 -6.09039 -1.91361 0.455
H -2.98632 0.29952 1.38088 0.340
H -4.72562 1.10942 0.12490 0.312
H 0.85439 6.42534 -0.43578 0.414
H -2.74548 5.61778 -0.71191 0.460
H -0.01666 5.76789 1.86058 0.365
H -1.49530 4.81685 2.01284 0.313
H -0.64522 -6.26981 -0.23247 0.464
H -6.03352 -3.01069 0.20354 0.414
H -5.47392 -1.81116 2.37524 0.370
H -0.74882 7.00130 -0.88420 0.432
H -5.80653 -2.19055 -1.34966 0.407
H -7.09775 -1.68546 -0.26178 0.435
H 1.70713 4.49960 -1.11900 0.618
H -6.36458 0.63774 -0.32686 0.459
H -3.99751 -3.29560 -0.66771 0.579
H 3.36614 0.35144 -1.80908 0.174
H 5.56592 2.17126 -0.61461 0.468
H 3.10588 3.98476 -2.72696 0.449
```

The relative energy (zero: lowest compared OMol25 entry of this formula, charge and spin) comes out at 0.0 kJ/mol. Its LUMO energy is -1.19 eV. Its max |F| is 0.84 eV/Å. Its HOMO energy is -8.0 eV. Its calculated total energy is -4873.29801 Eh.

***

[2]
C34H40F5N12O4P2Sr | wB97M-V/def2-TZVPD

The geometry in XYZ format:
```
98
Properties=species:S:1:pos:R:3:mulliken_charge:R:1
Sr 0.96698 -0.21140 -0.29581 1.384
P 3.29629 -1.08415 1.43069 0.524
P 3.32283 0.91612 -0.55553 1.126
F -2.45829 -4.92093 -2.01525 -0.322
F -0.58518 -1.89990 2.09276 -0.314
F -2.46427 -5.89381 0.52021 -0.312
F -1.51231 -2.45937 -2.52879 -0.395
F -1.50195 -4.36977 2.55922 -0.335
O -3.82459 5.09960 1.74128 -0.223
O 4.16293 -0.26249 0.18988 -0.718
O 1.85938 -1.46516 1.14516 -0.329
O 2.29761 1.43673 0.39677 -0.754
N 0.53426 4.10548 -0.25990 1.156
N -3.94236 0.38733 1.04675 0.960
N -1.79034 0.65790 1.17760 0.584
N 4.18691 -2.42884 1.69372 -0.051
N -3.64238 0.16449 2.35822 -0.905
N 4.43272 1.98348 -1.01145 0.377
N -5.52968 6.27422 2.47940 -0.471
N 2.45882 0.18558 -1.89250 -0.368
N 0.62237 4.13560 -1.62008 -0.971
N -0.44619 2.27273 -0.92878 -0.039
N -4.33631 6.99633 2.72499 -0.532
N 3.43259 -0.13177 2.71443 0.533
C -1.12972 5.74050 1.44141 -0.041
C -2.34130 0.33748 2.37642 -0.633
C -1.05285 -2.04738 -0.23926 -0.130
C 2.44399 -0.32373 3.79798 -0.976
C -7.34743 4.10335 1.41353 -0.930
C -3.38871 6.26379 2.27888 0.476
C 0.24495 5.88325 1.48361 0.477
C -1.51558 -2.88587 -1.21110 -0.357
C 0.01611 3.02255 -1.96421 -0.818
C -5.31031 2.83144 1.21124 -0.239
C 5.68278 1.55711 -1.67775 -1.060
C 2.77415 0.64804 -3.27901 -1.216
C 5.58533 -2.18270 2.11803 -1.047
C -1.93843 6.48193 2.29877 0.120
C -0.09995 2.99643 0.12493 -0.443
C -5.32484 0.38610 0.60268 -1.443
C 4.01064 3.35812 -1.37414 -0.872
C 4.14006 -3.48348 0.65579 -0.879
C -5.17020 5.18314 1.91299 0.517
C -2.00663 -4.66129 0.27890 0.765
C 4.24079 1.07903 2.86468 -1.047
C 0.00248 7.51146 3.24586 -0.646
C -7.41245 1.78009 0.77799 -0.862
C -8.06621 2.97526 1.04300 -0.583
C -2.83210 0.69699 0.37758 -0.703
C -2.00009 -4.15986 -1.01059 0.126
C -1.07215 -2.61084 1.00601 0.709
C -1.52725 -3.87809 1.31087 -0.072
C 0.80987 6.76576 2.40180 -0.926
C 2.55370 -1.31391 -1.72249 -1.155
C 1.17000 5.15807 0.53108 -0.773
C -6.02593 1.70088 0.86435 1.035
C -5.96502 4.02398 1.49452 -0.129
C -1.37816 7.37635 3.19631 -0.907
H 1.56985 5.85708 -0.20093 0.442
H -2.02268 7.94719 3.85218 0.510
H 2.68580 1.72969 -3.33044 0.367
H 5.84436 0.48722 -1.57282 0.303
H -1.77130 0.21079 3.28109 0.568
H 1.92062 -1.27099 3.69171 0.319
H 3.52814 -1.69284 -2.01545 0.299
H 6.21374 -1.85517 1.28616 0.289
H -9.14506 3.02480 0.97235 0.400
H -1.59777 5.06178 0.74119 0.714
H 2.96403 -0.31752 4.75504 0.376
H 0.45079 8.19280 3.95651 0.414
H 2.42313 -1.51294 -0.65168 0.493
H 6.52553 2.07198 -1.21936 0.353
H 5.98926 -3.11321 2.51182 0.399
H -4.23243 2.79179 1.28755 0.807
H 4.62906 4.07765 -0.84004 0.360
H -7.84672 5.03386 1.65049 0.521
H 3.76830 0.33776 -3.59707 0.287
H 2.03436 0.20575 -3.94210 0.420
H 1.78626 -1.85829 -2.29039 0.344
H 3.58823 1.94055 3.01015 0.332
H 1.70872 0.48152 3.77961 0.266
H 4.89483 0.97791 3.73223 0.429
H 4.86045 1.26175 1.99206 0.301
H 2.00887 4.72464 1.07938 0.393
H 4.70068 -3.20059 -0.23860 0.270
H 5.61850 -1.43524 2.90640 0.290
H -0.13135 2.75746 -3.00053 0.538
H -0.27548 2.71357 1.15006 0.547
H 5.65104 1.80719 -2.73829 0.345
H -2.81299 0.91247 -0.67730 0.433
H -7.98861 0.90082 0.51010 0.465
H -5.82901 -0.41516 1.13860 0.484
H 1.88816 6.87513 2.45476 0.469
H 3.10872 -3.71558 0.39630 0.178
H 2.97061 3.53015 -1.11443 0.185
H 4.59136 -4.38571 1.06456 0.425
H 4.12583 3.51677 -2.44625 0.347
H -5.33029 0.14088 -0.45980 0.375
```

The relative energy (zero: lowest compared OMol25 entry of this formula, charge and spin) comes out at 523.7 kJ/mol. Its LUMO energy is -2.40 eV. As for the charge: +1. Its max |F| is 11.65 eV/Å. Its HOMO energy is -10.3 eV. Its calculated total energy is -3490.29193 Eh.

***

> Which of these has the highest max |F|?

C34H40F5N12O4P2Sr